Arrangement 1

Computed, not measured: a single C6H14N2 molecule, with the ωB97M-V functional and the def2-TZVPD basis.

Results
Orbital gap, eV: 9.11
2S+1: 1
LUMO, Ha: 0.0372
Molecular weight, g mol⁻¹: 114.2
SMILES: CN[C@H]1CC[C@H]1NC

```
22
C6H14N2, DFT the ωB97M-V functional and the def2-TZVPD basis
C -2.6409 0.2062 0.2744
N -1.3002 0.3426 -0.3729
C -0.3091 -0.4747 0.2780
C 0.2827 -1.6291 -0.5538
C 1.6077 -1.4206 0.1768
C 1.1095 -0.0650 0.6602
N 1.7017 0.8741 -0.2027
C 0.9972 2.1378 -0.0986
H -3.0909 -0.7532 -0.2303
H -2.5944 0.1383 1.3268
H -3.2232 1.0202 -0.0221
H -1.3775 0.0696 -1.3357
H -0.6731 -1.0034 1.1319
H 0.2654 -1.3265 -1.5446
H -0.1149 -2.6313 -0.4372
H 1.5860 -2.1689 1.0001
H 2.4949 -1.6226 -0.5086
H 1.4965 0.2602 1.7159
H 1.4191 0.5060 -1.1373
H -0.1325 2.1113 -0.1242
H 1.2429 2.5181 0.9532
H 1.2533 2.9111 -0.9494
```

***

Arrangement 2

Computed, not measured: a molecular structure, C6H14N2, with the ωB97M-V functional and the def2-TZVPD basis.

Results
Orbital gap, eV: 5.68
2S+1: 1
LUMO, Ha: -0.0340
Molecular weight, g mol⁻¹: 114.2

```
22
C6H14N2, DFT the ωB97M-V functional and the def2-TZVPD basis
C -2.9122 -0.9247 0.3189
N -1.5932 -1.0381 0.7713
C 1.4667 -0.9910 -0.2879
C 2.9010 -1.1519 -0.6661
C 3.8036 -0.0984 -0.3827
C 3.4620 1.0941 0.1904
C -3.2840 0.2701 -0.4634
N -3.6524 1.4763 0.2278
H -2.3131 -0.4115 1.4682
H -3.2636 -1.9844 0.0299
H 0.7709 -1.8421 -0.1887
H 1.6747 -0.6423 0.7708
H 0.8275 -0.2633 -0.8023
H 1.9095 1.7727 0.8529
H 3.2462 -2.1028 -1.0859
H 4.7668 -0.2416 -0.9384
H 4.0994 1.7954 0.7789
H 2.3680 1.3663 0.3932
H -4.1321 0.1887 -1.2770
H -2.5083 0.6965 -1.1189
H -4.6380 1.5025 0.4219
H -2.9994 1.5294 0.9870
```

***

Q: Which of them is the most stable? A: arrangement 1.

***

Arrangement 1

Computed, not measured: a single C6H14N2 molecule, with the ωB97M-V functional and the def2-TZVPD basis.

Results
Orbital gap, eV: 9.77
2S+1: 1
LUMO, Ha: 0.0336
Molecular weight, g mol⁻¹: 114.2
SMILES: CC/C(=N\N)C(C)C

```
22
C6H14N2, DFT the ωB97M-V functional and the def2-TZVPD basis
C -2.1587 1.2880 1.4272
C -1.6041 0.0809 0.6122
C -0.0815 -0.2319 0.1037
N 0.8794 -0.8679 0.6377
N 0.5847 -1.4906 1.8664
C 0.2892 0.3983 -1.3265
C 0.7913 -0.7740 -2.1878
C 1.4502 1.3385 -1.2402
H -2.0501 1.1656 2.5828
H -3.2316 1.3673 1.0801
H -1.5995 2.1207 1.1797
H -1.8649 -0.7560 1.2628
H -2.2278 0.0676 -0.2263
H 1.4191 -1.6013 2.5050
H -0.0156 -0.9208 2.5096
H -0.5556 0.8905 -1.7785
H 0.0289 -1.5857 -2.2521
H 1.7411 -1.0013 -1.8638
H 0.7044 -0.5041 -3.2291
H 1.1928 2.2539 -0.6879
H 1.8177 1.6630 -2.2228
H 2.2746 0.7505 -0.7195
```

***

Arrangement 2

Computed, not measured: 2 unconnected molecules or ions with the total composition C6H14N2, with the ωB97M-V functional and the def2-TZVPD basis.

Results
Orbital gap, eV: 9.09
2S+1: 1
LUMO, Ha: 0.0406
Molecular weight, g mol⁻¹: 114.2
SMILES: C/C=C/N.C=CNC

```
22
C6H14N2, DFT the ωB97M-V functional and the def2-TZVPD basis
C 0.6740 -3.5755 1.5458
C 0.5258 -2.1372 1.1452
C 1.3101 -1.1511 1.5914
N 1.2342 0.1853 1.1721
H 1.5950 -3.8004 2.0816
H -0.1695 -3.8566 2.1835
H 0.6366 -4.2516 0.6884
H -0.2210 -1.9320 0.3856
H 2.2150 -1.4370 2.1172
H 1.4951 0.8148 1.9207
H 0.2993 0.4508 0.8891
C -2.4622 2.7624 -1.0513
C -1.6768 1.7229 -1.3486
N -0.3094 1.6619 -1.1283
C 0.4614 0.6785 -1.8676
H -2.0554 3.6711 -0.6272
H -3.5214 2.7202 -1.2511
H -2.1081 0.7905 -1.6947
H 0.1524 2.5478 -1.0311
H 1.5098 0.8148 -1.6095
H 0.1637 -0.3434 -1.6507
H 0.4072 0.8452 -2.9549
```

***

Arrangement 3

Computed, not measured: 2 unconnected molecules or ions with the total composition C6H14N2, with the ωB97M-V functional and the def2-TZVPD basis.

Results
Orbital gap, eV: 10.12
2S+1: 1
LUMO, Ha: 0.0392
Molecular weight, g mol⁻¹: 114.2
SMILES: C=CCN.C=NCC

```
22
C6H14N2, DFT the ωB97M-V functional and the def2-TZVPD basis
C 3.4210 0.2841 1.5156
C 2.3818 0.7028 0.8014
C 2.3527 0.7396 -0.7070
N 1.5451 -0.3718 -1.2315
H 3.3952 0.2574 2.5945
H 4.3004 -0.0653 0.9864
H 1.4880 1.0464 1.3143
H 1.9813 1.7264 -1.0124
H 3.3827 0.6635 -1.0591
H 1.5905 -0.3112 -2.2467
H 0.5815 -0.1966 -0.9554
C -1.3245 -1.9261 0.5005
N -1.3437 -0.8055 -0.0689
C -2.6185 -0.3373 -0.5811
C -3.1003 0.9352 0.1070
H -2.1860 -2.5979 0.5549
H -0.3727 -2.3148 0.8442
H -2.4543 -0.1074 -1.6363
H -3.3713 -1.1332 -0.5211
H -3.7618 1.4871 -0.5597
H -3.6228 0.7235 1.0371
H -2.2644 1.6014 0.3233
```

***

Arrangement 4

Computed, not measured: a single C6H14N2 molecule, with the ωB97M-V functional and the def2-TZVPD basis.

Results
Orbital gap, eV: 9.97
2S+1: 1
LUMO, Ha: 0.0399
Molecular weight, g mol⁻¹: 114.2
SMILES: [H]/N=C/NCCCCC

```
22
C6H14N2, DFT the ωB97M-V functional and the def2-TZVPD basis
H -5.1824 1.6282 -0.8003
N -4.4105 1.3460 -0.2613
C -3.1831 1.1752 -0.5563
N -2.1904 0.9007 0.4394
C -1.0954 0.0570 0.1016
C 0.2515 0.4856 0.5821
C 1.1647 -0.6329 0.8730
C 1.9287 -1.3384 -0.2491
C 3.2379 -0.5881 -0.6218
H -2.8601 1.1416 -1.5600
H -2.6835 0.7587 1.3507
H -0.9395 0.0665 -0.9738
H -1.5044 -0.9256 0.3495
H 0.2610 1.1594 1.4159
H 0.6316 1.3922 -0.1563
H 1.9024 -0.3458 1.6337
H 0.5709 -1.4171 1.5000
H 2.1929 -2.3643 0.1410
H 1.3014 -1.3254 -1.1664
H 3.0778 0.0442 -1.4277
H 3.9896 -1.2748 -0.8987
H 3.5387 0.0570 0.2848
```

***

Q: Which of them is the most stable? A: arrangement 2.

***

Arrangement 1

Computed, not measured: a single C6H14N2 molecule, with the ωB97M-V functional and the def2-TZVPD basis.

Results
Orbital gap, eV: 3.38
2S+1: 1
LUMO, Ha: -0.1232
Molecular weight, g mol⁻¹: 114.2

```
22
C6H14N2, DFT the ωB97M-V functional and the def2-TZVPD basis
C -1.9972 0.1628 -1.1376
C -1.1979 1.3224 -0.5793
C -0.1344 0.8634 0.4600
N 2.7713 1.1413 0.4427
C 2.2406 -0.1122 0.7177
C 0.8694 -0.2860 -0.0359
C 0.1853 -1.5898 0.3008
N -2.3769 -0.6545 0.0062
H -1.4211 -0.4497 -1.8256
H -2.8810 0.5444 -1.7265
H -0.6618 1.9447 -1.3207
H -1.8686 2.0225 -0.0460
H 0.6108 1.6708 0.6095
H -0.6920 0.4610 1.2960
H 3.7879 1.1286 0.5168
H 1.8976 -0.1368 1.7816
H 2.8558 -1.0040 0.5534
H 0.1869 -1.7587 1.3791
H -0.9147 -1.4823 0.1041
H 0.7319 -2.4120 -0.1891
H 1.1737 -0.1153 -1.0755
H -3.1654 -1.2609 -0.2319
```

***

Arrangement 2

Computed, not measured: a single C6H14N2 molecule, with the ωB97M-V functional and the def2-TZVPD basis.

Results
Orbital gap, eV: 3.25
2S+1: 1
LUMO, Ha: -0.1335
Molecular weight, g mol⁻¹: 114.2

```
22
C6H14N2, DFT the ωB97M-V functional and the def2-TZVPD basis
C 2.7638 0.8693 -1.0064
C 1.5653 0.4074 -0.0950
C 0.1538 0.3929 -0.8326
C -0.8615 -0.2648 0.1869
C -2.2510 -0.1233 -0.1132
N -3.0488 -0.4161 1.0524
C -0.7319 -1.6859 0.8353
N 1.3804 1.2530 1.0108
H 3.0320 1.8643 -0.6574
H 2.4500 1.1149 -2.0408
H 3.5154 0.0781 -1.0670
H 1.7102 -0.6482 0.1732
H 0.2692 -0.0977 -1.8487
H -0.2366 1.3725 -1.2120
H -2.4171 0.9190 -0.5821
H -3.7545 0.3427 1.2849
H -2.4624 -0.7617 -1.0129
H -1.4230 -2.4524 0.5171
H -0.9819 -1.4565 1.8813
H 0.2925 -1.8810 0.5974
H 1.8414 0.9253 1.8750
H -0.8052 0.2482 1.0538
```

***

Q: Which of them is the most stable? A: arrangement 1.

***

Arrangement 1

Computed, not measured: 2 unconnected molecules or ions with the total composition CCl2N2O2, with the ωB97M-V functional and the def2-TZVPD basis.

Results
Orbital gap, eV: 7.90
2S+1: 1
LUMO, Ha: -0.0589
Molecular weight, g mol⁻¹: 142.9

```
7
CCl2N2O2, DFT the ωB97M-V functional and the def2-TZVPD basis
C -1.4538 0.1560 -0.1257
N 0.5964 -0.3179 0.5596
N 1.4542 -0.0318 -0.2587
O 1.6879 0.2947 -1.3494
O 2.2167 -0.3824 0.7470
Cl -2.5048 -1.1786 -0.3157
Cl -1.9966 1.4601 0.7430
```

***

Arrangement 2

Computed, not measured: 2 unconnected molecules or ions with the total composition CCl2N2O2, with the ωB97M-V functional and the def2-TZVPD basis.

Results
Orbital gap (alpha / beta), eV: 7.48 / 7.48
2S+1: 1
LUMO (alpha / beta), Ha: -0.0806 / -0.0805
Molecular weight, g mol⁻¹: 142.9

```
7
CCl2N2O2, DFT the ωB97M-V functional and the def2-TZVPD basis
C -1.0192 -1.1946 -0.7168
N 0.6991 0.0665 -0.6309
N 0.7038 0.6515 0.4475
O 1.6169 1.4743 0.1975
O 0.1219 0.4481 1.4618
Cl -2.4993 -0.6494 -0.2224
Cl -0.8908 -2.6014 -1.4990
```

***

Q: Which of them is the most stable? A: arrangement 2.